Entry 1:
Here is C35H52AuP3SbSe as an isolated structure in a non-equilibrium geometry from the Open Molecules 2025 dataset. Energies are from ωB97M-V/def2-TZVPD.

Each line ends with the Löwdin charge.
Cartesian coordinates (Å):
H 3.172 5.208 -3.293  0.126
C 0.522 5.365 3.181  -0.037
P -1.581 -0.070 1.954  0.626
C -5.337 -2.251 -1.537  -0.004
H 2.804 -1.550 3.848  0.071
H -0.914 -1.723 3.645  0.024
C -3.286 0.360 1.545  -0.258
C 0.869 2.777 -3.983  -0.060
H -2.256 -2.311 2.606  0.023
H -6.546 1.143 -2.970  0.059
Se -2.084 -4.391 0.342  1.113
H -3.841 0.490 2.484  0.068
H 0.232 -3.584 2.861  0.026
C 2.482 3.711 -1.881  -0.120
H -1.839 1.457 3.757  0.072
H 6.637 1.496 -1.807  0.125
H 3.074 4.124 -1.053  0.118
H 0.244 2.390 -4.788  0.115
H 1.367 -3.903 -2.398  0.080
C -0.068 5.243 1.915  -0.047
H 4.078 1.127 2.469  0.090
H 3.802 -1.180 1.044  0.020
C -1.051 1.323 3.002  -0.239
C 3.280 -2.142 1.111  -0.265
C 2.513 4.350 -3.130  -0.039
Sb 1.758 1.585 0.215  1.540
H -3.295 1.293 0.962  0.066
H 1.953 -4.069 2.862  0.071
H 0.049 1.389 -2.505  0.062
C -1.832 -1.436 3.120  -0.236
C 0.337 4.220 1.046  -0.133
C 0.790 2.174 -2.723  -0.172
C 6.742 1.427 0.362  -0.028
C 2.102 -1.111 -2.416  -0.247
H -1.508 -2.314 -2.638  0.029
H -0.833 5.942 1.573  0.122
H 3.862 -2.804 1.757  0.066
P 1.589 -1.917 1.745  0.725
H 4.166 1.347 -1.889  0.105
C 1.895 -1.123 3.379  -0.269
H 1.034 -1.256 4.050  0.032
H -0.064 4.136 0.031  0.105
C -7.268 -0.747 -3.671  -0.083
H 2.050 -0.048 3.206  0.007
H 1.972 4.588 4.563  0.121
H -0.103 -2.605 -3.755  0.067
C 3.966 1.384 0.271  -0.346
C -3.718 -3.548 -0.286  -0.482
H -5.632 -1.455 -2.218  0.061
H 0.074 -4.085 -1.178  -0.021
H -1.580 -3.003 0.567  -0.131
H -0.697 -0.906 -3.491  0.059
H 6.529 1.244 2.507  0.124
C -6.359 0.250 -3.569  -0.078
H -6.823 -4.918 0.008  0.139
H 2.935 -1.096 -1.697  0.038
H -5.389 0.234 -4.133  0.074
P 0.589 -1.758 -1.660  0.626
C 4.684 1.392 -0.922  -0.123
C -4.791 -4.356 0.159  -0.116
H -3.704 -0.476 0.964  0.026
H 1.943 -0.086 -2.785  0.029
C -6.076 -4.196 -0.316  -0.003
C 6.083 1.430 -0.869  -0.039
H -2.557 -1.067 3.862  0.078
C -6.364 -3.118 -1.160  0.040
H 2.359 -1.763 -3.261  0.073
H 0.965 -4.212 1.385  0.009
H -0.097 1.091 3.498  0.042
H 0.159 6.143 3.852  0.125
H 1.747 -3.715 -0.659  0.024
H -8.303 -0.696 -3.347  0.066
C 1.148 -3.607 2.271  -0.278
C 1.941 3.456 2.718  -0.122
H -7.367 -2.978 -1.545  0.136
H -3.235 -1.670 -1.320  0.090
C 1.746 3.847 -4.189  -0.041
C 1.297 3.300 1.484  -0.388
C 6.007 1.302 1.552  -0.043
H 7.831 1.419 0.385  0.126
C 4.608 1.269 1.514  -0.150
C 0.990 -3.527 -1.433  -0.248
H -0.920 2.249 2.417  0.035
H -4.631 -5.174 0.856  0.107
H 2.783 2.815 3.018  0.090
H -7.020 -1.711 -4.103  0.058
Au -0.361 -0.330 -0.033  0.312
C 1.651 2.595 -1.707  -0.398
C 1.520 4.476 3.582  -0.048
C -4.010 -2.404 -1.081  -0.057
H 1.779 4.323 -5.170  0.124
H 3.192 -2.584 0.111  0.017
C -0.561 -1.908 -3.044  -0.253

Output
- orbital gap (spin up / spin down) (hartree) = 0.284 / 0.135
- total charge = +3
- HOMO level (spin up / spin down) (eV) = -15.65 / -15.57
- energy above the lowest of the compared OMol25 structures with the same formula, charge and spin (kJ/mol) = 0.00
- E_tot (Ha) = -5165.2345
- multiplicity = 3
- molecular weight (g/mol) = 963.4



Entry 2:
Here is C35H52BaFGe2N5SSi as an isolated structure in a non-equilibrium geometry from the Open Molecules 2025 dataset. Energies are from ωB97M-V/def2-TZVPD.

Each line ends with the Löwdin charge.
Cartesian coordinates (Å):
H 0.228 -5.337 -6.322  0.093
H 2.523 3.598 0.367  0.049
H -2.526 1.687 0.670  0.040
C 1.740 3.492 3.448  -0.051
H -1.756 -5.864 2.186  0.116
H -0.147 4.720 0.943  0.077
C -1.650 -4.803 2.417  -0.262
H 0.869 -4.977 -3.936  0.116
N -0.350 -4.380 1.919  -0.003
C -1.585 1.848 -3.838  -0.173
C -1.005 -2.131 -4.377  -0.362
H 0.716 6.834 1.848  0.102
H -1.192 -3.634 -7.445  0.100
Ge -0.079 1.730 -0.059  0.730
N 1.209 -3.094 0.929  -0.007
Ge -0.754 -0.517 2.902  0.780
H 0.936 2.837 -2.134  0.022
H -2.316 4.112 1.051  0.055
C 0.507 4.704 1.800  -0.056
H 1.427 -1.739 3.247  0.042
H 2.064 2.550 3.875  0.100
C 1.098 -0.877 5.198  -0.159
H 3.569 -2.333 1.956  0.080
H -3.686 0.248 5.431  0.067
H -1.870 -3.506 4.128  0.044
H 4.847 -2.373 0.727  0.063
C 2.247 4.680 3.949  -0.090
H 0.176 -2.549 4.175  0.040
H -2.309 2.667 -3.825  0.038
C 3.803 -2.595 0.924  -0.019
H -3.459 -0.274 -1.629  0.004
N -1.364 -1.065 -3.622  -0.350
N 1.586 -2.115 0.068  -0.100
H -2.823 0.487 -6.413  0.025
C 2.855 -1.897 -0.007  -0.265
C 1.870 5.892 3.389  -0.100
H -4.634 -0.560 -2.908  0.028
C 3.324 -1.003 -1.083  -0.224
C -0.108 -4.458 -5.790  -0.117
C 0.593 -1.571 3.932  -0.339
C -0.905 -3.501 -6.409  -0.104
H 3.640 -3.669 0.824  0.086
H -0.040 1.607 3.891  0.054
C 1.003 5.895 2.306  -0.078
C 2.429 3.211 -0.647  -0.185
S -1.319 -1.996 1.176  0.608
H -2.771 -5.023 4.244  0.077
H -4.171 1.134 -5.479  0.031
C -0.092 1.316 2.835  -0.262
H 2.012 0.307 -3.770  0.119
H 0.416 -5.031 2.002  0.144
C 4.061 0.619 -3.182  -0.041
H 1.857 -1.491 5.686  0.069
H -4.049 -0.606 -5.748  0.028
H -3.551 3.850 -0.175  0.061
H -1.948 4.390 -0.663  0.057
C -0.020 -3.220 1.310  -0.711
H 2.886 2.215 -0.663  0.043
H 2.257 6.823 3.785  0.097
H -1.954 -1.646 -6.237  0.078
H -1.015 -5.020 4.482  0.077
H 0.510 4.137 -1.046  0.040
N 2.426 -0.682 -2.027  -0.040
H 5.356 -0.771 -0.399  0.105
C -2.483 3.745 0.038  -0.180
C -0.195 -3.138 -3.818  -0.222
H -4.259 1.091 -2.413  0.029
C -1.339 -2.378 -5.732  -0.033
H -3.180 0.119 3.005  0.059
C 0.835 3.479 2.380  -0.255
H -2.227 1.175 5.096  0.064
C 4.631 -0.524 -1.159  -0.001
Ba -0.195 -0.879 -1.509  1.671
F 0.173 -2.962 -2.474  -0.247
C -2.042 2.289 -0.108  -0.410
H 6.008 0.678 -2.277  0.113
C -3.826 0.103 -2.588  -0.179
H -2.419 -4.263 1.871  0.078
Si -2.486 0.182 -3.934  0.355
H 3.012 3.860 -1.308  0.065
C 4.998 0.297 -2.214  -0.046
C -3.469 0.299 -5.552  -0.192
H -0.942 1.985 -4.711  0.033
C -1.833 -4.574 3.915  -0.081
H 1.555 0.086 4.966  0.054
C 0.259 2.199 1.894  -0.363
C 0.251 -4.262 -4.464  -0.038
H -0.960 1.957 -2.946  -0.028
H -2.424 1.917 -1.065  -0.001
H 0.293 -0.709 5.915  0.058
C 0.963 3.142 -1.081  -0.422
H 4.307 1.251 -4.023  0.111
H -2.108 -0.430 5.833  0.056
C 2.787 0.095 -3.037  -0.134
C -2.578 -0.463 3.708  -0.371
H -2.992 -1.473 3.718  0.038
H 2.940 4.654 4.781  0.098
C -2.650 0.169 5.099  -0.168

Output
- orbital gap (hartree) = 0.208
- HOMO level (eV) = -6.17
- E_tot (Ha) = -6605.5361
- molecular weight (g/mol) = 904.5